The following is a quantum chemistry calculation of a 18-piece molecular cluster, C96H87Cl6N15O30 overall, from OMol25.

## Properties
charge	0
gap between HOMO and LUMO	7.487	eV

Last column: Mulliken charge in e.
Element x y z (Å)
Cl1 10.78 -1.62 14.88  0.142
Cl2 8.25 0.56 14.44  0.006
Cl3 2.36 -1.43 12.53  -0.004
Cl4 -0.33 -1.50 10.66  -0.207
Cl5 6.56 -2.17 10.74  0.591
Cl6 9.11 -4.18 10.19  -0.046
O1 12.91 4.34 16.83  -0.597
O2 1.43 2.45 7.46  -0.616
O3 5.72 -5.06 7.33  -0.516
O4 14.36 -8.41 6.32  -0.561
O5 7.01 -6.68 15.58  -0.244
O6 6.57 -0.12 19.66  -0.510
O7 3.58 -4.95 6.68  -0.548
O8 11.21 -7.17 4.61  -0.596
O9 5.60 -3.19 15.92  -0.108
O10 4.79 6.26 9.33  -0.611
O11 11.64 -8.99 3.69  -0.610
O12 8.33 -7.67 16.99  -0.672
O13 4.38 -3.12 14.17  -0.030
O14 16.64 -0.05 10.90  -0.668
O15 2.32 3.43 13.98  -0.568
O16 14.97 4.74 16.25  -0.615
O17 2.26 4.44 15.88  -0.610
O18 6.86 0.82 6.42  -0.596
O19 3.09 5.48 10.45  -0.551
O20 8.72 -4.25 14.91  0.370
O21 12.16 1.44 10.13  -0.265
O22 12.13 -4.59 12.43  -0.298
O23 7.29 -0.93 5.24  -0.627
O24 7.53 -0.74 21.55  -0.569
O25 2.36 2.38 9.40  -0.545
O26 14.96 0.07 9.59  -0.580
O27 15.34 -9.84 7.66  -0.620
O28 10.61 2.92 10.41  -0.489
O29 12.53 -2.51 12.26  -0.259
O30 10.52 -4.90 15.84  -0.752
N1 11.75 2.58 10.03  0.762
N2 13.91 4.13 16.16  1.026
N3 7.33 -0.89 20.37  0.835
N4 4.48 -5.14 7.52  0.999
N5 4.62 -3.58 15.27  0.624
N6 15.70 -0.55 10.30  1.168
N7 7.31 -7.63 16.29  1.126
N8 2.60 3.44 15.15  0.961
N9 2.18 1.91 8.25  0.991
N10 12.94 -3.66 12.58  1.046
N11 11.25 -8.38 4.64  1.069
N12 7.53 -0.22 6.19  1.047
N13 4.27 5.42 10.08  0.991
N14 14.65 -8.80 7.43  1.049
N15 9.66 -5.07 15.03  1.116
C1 1.80 -5.99 15.79  -0.580
C2 14.75 1.72 13.37  -0.582
C3 2.20 -6.72 16.90  -0.485
C4 8.57 -0.55 7.18  -0.444
C5 7.08 2.84 10.37  -0.205
C6 2.44 -6.29 10.52  -0.967
C7 10.01 -8.42 6.88  -0.397
C8 14.28 -3.86 13.20  -0.116
C9 10.69 -8.42 13.63  -0.948
C10 2.83 0.36 6.35  -0.473
C11 15.65 -4.78 9.96  0.185
C12 14.91 2.66 14.39  -0.515
C13 7.97 -3.76 18.07  0.277
C14 16.71 -4.20 10.62  -1.036
C15 9.00 -3.09 11.67  0.802
C16 10.20 -10.27 8.31  -0.292
C17 2.92 0.74 7.71  -0.260
C18 16.86 -4.31 14.21  -0.709
C19 4.09 -5.50 8.92  -0.601
C20 7.31 -2.70 18.69  0.022
C21 14.82 -5.19 13.35  -0.514
C22 3.44 -6.46 11.54  -0.171
C23 15.03 -2.79 13.71  -0.606
C24 3.36 2.39 15.76  -0.408
C25 8.58 0.13 8.42  -0.498
C26 9.79 -3.58 19.68  -1.091
C27 3.62 1.19 15.04  -0.204
C28 12.40 1.46 13.90  -0.813
C29 11.22 -10.40 6.10  -0.303
C30 1.15 -2.50 10.30  0.095
C31 10.79 -9.09 5.88  -0.100
C32 13.29 5.75 8.64  -0.464
C33 5.16 2.11 11.63  -0.843
C34 4.33 -1.20 8.11  0.916
C35 9.71 -8.98 8.10  -0.300
C36 12.28 4.83 9.11  -0.625
C37 9.70 -0.04 9.30  -0.138
C38 16.69 -2.80 10.78  -0.156
C39 4.32 -9.79 15.59  -0.477
C40 13.51 1.11 13.17  0.045
C41 13.88 -8.19 8.51  -0.947
C42 3.86 2.56 17.08  -0.530
C43 2.65 -5.08 15.16  -0.458
C44 5.16 -8.68 15.62  0.103
C45 10.94 -10.97 7.36  -0.635
C46 1.94 -2.87 11.53  -0.272
C47 4.49 3.26 11.29  0.022
C48 5.07 4.25 10.50  -0.593
C49 3.76 -0.04 8.58  0.197
C50 9.70 -6.27 14.16  -0.215
C51 13.82 3.05 15.15  -0.272
C52 8.95 -7.58 12.27  -0.811
C53 12.17 -7.17 10.48  2.109
C54 6.41 -8.79 16.38  -0.285
C55 14.66 5.51 8.85  -0.620
C56 3.43 -6.44 17.38  -0.625
C57 15.01 4.32 9.43  -0.736
C58 13.03 -8.20 10.82  -1.177
C59 12.09 -6.64 9.19  -0.801
C60 15.66 -2.03 10.31  -0.230
C61 4.75 1.62 17.59  -0.657
C62 16.29 -3.05 14.19  -0.376
C63 5.72 -11.00 17.10  -0.415
C64 4.60 -10.96 16.29  -0.583
C65 9.83 -0.94 16.18  -0.766
C66 12.94 -7.22 8.22  0.359
C67 7.50 -2.87 12.10  -0.400
C68 7.93 -2.05 19.77  -0.191
C69 4.99 -5.42 10.03  -0.267
C70 3.59 -0.66 5.86  -0.823
C71 4.74 -6.03 11.31  -0.383
C72 4.46 0.21 15.59  -0.310
C73 6.64 -9.93 17.18  -0.701
C74 10.61 -7.31 14.48  -1.002
C75 14.55 -2.63 9.70  -0.636
C76 12.69 3.66 9.69  0.096
C77 8.88 -6.42 13.05  0.716
C78 8.38 -0.59 15.78  0.650
C79 13.91 -8.72 9.83  -0.898
C80 9.18 -2.50 20.23  -0.467
C81 14.07 3.41 9.90  0.320
C82 3.84 -4.74 15.71  -0.335
C83 16.07 -5.40 13.84  -0.414
C84 6.42 4.08 10.16  -0.815
C85 2.80 -5.84 9.27  -0.229
C86 14.58 -4.04 9.51  -0.407
C87 4.25 -1.52 6.78  -0.679
C88 4.22 -5.45 16.86  0.089
C89 9.72 -8.61 12.65  -1.200
C90 9.20 -4.14 18.53  -0.274
C91 6.50 1.87 11.17  -0.097
C92 9.47 -1.56 6.95  -1.054
C93 10.53 -1.73 7.83  -0.415
C94 12.57 2.43 14.94  -0.584
C95 4.99 0.43 16.86  0.389
C96 10.70 -1.03 9.04  -0.489
H1 0.88 -3.42 9.78  0.361
H2 4.87 -7.85 15.00  0.481
H3 12.85 -6.83 7.22  0.506
H4 9.84 -1.66 17.00  -0.131
H5 1.79 -1.93 9.63  -0.151
H6 3.42 -1.05 4.87  0.402
H7 3.45 3.39 11.51  0.530
H8 11.23 5.04 8.94  0.493
H9 11.28 -7.17 15.32  0.681
H10 6.00 -5.08 9.87  0.679
H11 16.80 -2.18 14.57  0.460
H12 11.44 0.99 13.73  0.711
H13 9.77 -4.90 18.02  0.455
H14 17.81 -4.57 14.67  0.449
H15 10.07 -10.78 9.26  0.335
H16 7.39 -2.15 12.92  -0.064
H17 17.53 -2.37 11.30  0.473
H18 10.34 -0.07 16.60  0.443
H19 15.60 1.37 12.81  0.432
H20 16.42 -6.41 13.96  0.444
H21 6.93 -3.74 12.41  -0.308
H22 3.20 1.19 14.04  0.461
H23 5.78 -11.80 17.82  0.366
H24 11.46 -1.29 9.76  0.760
H25 10.71 -3.95 20.11  0.419
H26 5.18 1.68 18.57  0.520
H27 11.43 -9.16 13.87  0.566
H28 15.59 -5.85 9.85  0.352
H29 5.10 -5.15 17.41  0.279
H30 3.64 -6.93 18.32  0.431
H31 2.87 -3.40 11.36  -0.291
H32 13.18 -8.71 11.76  0.399
H33 11.67 -6.58 11.24  -0.441
H34 6.33 -2.43 18.34  0.454
H35 8.19 -5.65 12.71  0.385
H36 8.35 -7.66 11.38  0.565
H37 16.02 4.15 9.77  0.369
H38 2.22 0.96 5.69  0.491
H39 7.57 -9.97 17.74  0.492
H40 14.19 -6.03 13.08  0.401
H41 1.55 -7.49 17.29  0.474
H42 7.63 -4.14 17.12  0.069
H43 3.19 -6.86 12.51  0.546
H44 9.63 -2.01 21.08  0.465
H45 13.32 0.27 12.52  0.734
H46 11.38 -11.90 7.70  0.396
H47 5.58 -0.37 17.29  -0.086
H48 4.06 0.40 9.51  0.317
H49 1.44 -6.64 10.75  0.426
H50 6.95 4.61 9.37  0.405
H51 4.94 -1.75 8.81  -0.313
H52 14.59 -9.53 10.03  0.553
H53 13.80 -1.93 9.38  0.715
H54 14.79 -1.74 13.76  0.603
H55 7.88 0.93 8.58  0.326
H56 15.40 6.22 8.50  0.419
H57 11.12 -2.56 7.46  0.414
H58 3.85 -11.74 16.30  0.397
H59 17.58 -4.68 11.03  0.490
H60 0.86 -6.22 15.31  0.407
H61 9.66 0.49 10.25  1.099
H62 11.71 2.71 15.53  0.558
H63 12.89 6.66 8.21  0.369
H64 2.01 -5.77 8.53  0.484
H65 9.63 -3.59 12.40  -0.839
H66 11.46 -5.79 8.98  0.527
H67 5.47 -6.06 12.11  0.523
H68 2.35 -4.60 14.24  0.571
H69 7.80 -0.23 16.62  0.051
H70 9.52 -2.17 11.43  0.167
H71 3.85 3.50 17.61  0.409
H72 3.46 -9.74 14.93  0.418
H73 9.79 -7.38 6.68  0.505
H74 11.90 -10.87 5.42  0.479
H75 8.10 -1.60 15.47  -0.437
H76 15.86 3.16 14.54  0.479
H77 4.75 -2.37 6.33  0.500
H78 14.46 2.53 10.38  0.351
H79 9.43 -2.14 6.03  0.547
H80 1.27 -3.41 12.20  0.414
H81 4.65 -0.71 15.06  0.589
H82 8.04 2.70 9.89  0.480
H83 9.78 -9.56 12.13  0.440
H84 9.10 -8.43 8.80  0.450
H85 7.03 0.98 11.47  0.601
H86 4.76 1.28 12.20  0.687
H87 13.77 -4.48 8.93  0.336